Entry 1:
{
  "formula": "C21H20IrN3O6S2",
  "method": "ωB97M-V with the def2-TZVPD basis set",
  "mol_weight_g_mol": 666.76,
  "total_charge": 1,
  "de_lowest_kcal_mol": 5.0,
  "largest_force_ev_per_a": 0.25,
  "e_tot_ha": -2328.31638,
  "homo_energy_ev": [-10.87, -10.87],
  "spin_multiplicity": 6,
  "species": ["Ir", "C", "O", "C", "C", "C", "C", "C", "C", "N", "N", "C", "O", "C", "C", "C", "C", "C", "C", "C", "O", "H", "H", "H", "H", "H", "H", "H", "H", "H", "H", "H", "H", "C", "S", "O", "O", "O", "H", "H", "H", "S", "C", "N", "C", "C", "C", "C", "H", "H", "H", "H", "H"],
  "positions_angstrom": [[0.1291, 0.0815, 0.1877], [3.0622, 3.4078, -0.7768], [3.6698, 2.8968, -1.9777], [3.4700, 1.6985, -2.4819], [4.1988, 1.4086, -3.6451], [4.0719, 0.1896, -4.2484], [3.2104, -0.7943, -3.7093], [2.4646, -0.5671, -2.5834], [1.6268, -1.6558, -2.1115], [0.8126, -1.6405, -1.1222], [0.1630, -2.8299, -0.9033], [-0.6455, -2.7422, 0.1121], [-0.7991, -1.6471, 0.8067], [-1.4337, -3.9220, 0.5185], [-1.2940, -5.1349, -0.1544], [-2.0447, -6.2288, 0.2370], [-2.9357, -6.1193, 1.2981], [-3.0750, -4.9135, 1.9694], [-2.3255, -3.8140, 1.5821], [2.5533, 0.7106, -1.9195], [1.8944, 1.0088, -0.8909], [3.5427, 4.3687, -0.6252], [3.2406, 2.7454, 0.0659], [1.9932, 3.5368, -0.9316], [4.8550, 2.1761, -4.0313], [4.6356, -0.0346, -5.1430], [3.1393, -1.7559, -4.2019], [1.6970, -2.5934, -2.6590], [-0.5970, -5.2073, -0.9773], [-1.9361, -7.1706, -0.2839], [-3.5217, -6.9768, 1.6016], [-3.7678, -4.8299, 2.7961], [-2.4248, -2.8689, 2.0977], [-3.5320, 0.8962, -1.0747], [-2.1427, 1.7377, -0.4042], [-2.3777, 3.1497, -0.4407], [-0.9517, 1.3142, -1.2440], [-1.8873, 1.1613, 0.9365], [-3.7426, 1.3151, -2.0555], [-4.3681, 1.0657, -0.4000], [-3.2987, -0.1641, -1.1378], [1.2676, 0.8738, 2.1966], [0.2962, 2.2239, 2.6784], [-0.1099, 2.2788, 3.9646], [-0.8500, 3.2818, 4.4886], [-1.2454, 4.3162, 3.6944], [-0.8563, 4.3078, 2.3484], [-0.0804, 3.2877, 1.8554], [0.1436, 1.4941, 4.5527], [-1.0986, 3.1940, 5.5354], [-1.8484, 5.1115, 4.1045], [-1.1737, 5.1013, 1.6856], [0.2265, 3.2712, 0.8202]],
  "forces_ev_per_angstrom": [[-0.05, -0.09, 0.23], [-0.03, 0.02, 0.00], [0.05, -0.01, 0.02], [-0.07, 0.00, 0.01], [0.00, -0.02, 0.00], [-0.01, 0.01, 0.01], [0.01, -0.03, -0.02], [0.00, -0.01, 0.00], [-0.04, 0.01, 0.00], [0.10, 0.07, 0.01], [-0.01, -0.04, 0.04], [0.04, -0.03, 0.03], [-0.06, 0.01, -0.09], [-0.01, 0.02, 0.02], [0.01, 0.02, -0.01], [-0.01, 0.00, 0.01], [0.01, -0.01, -0.01], [0.00, 0.01, 0.00], [-0.01, -0.01, 0.00], [0.03, 0.04, 0.00], [0.00, -0.06, -0.03], [0.00, 0.00, -0.01], [0.02, 0.01, 0.00], [-0.01, -0.01, 0.00], [0.00, -0.01, -0.01], [0.00, 0.01, 0.00], [0.00, 0.00, 0.00], [0.01, 0.00, -0.01], [0.00, 0.00, 0.00], [0.00, 0.00, 0.00], [0.00, 0.00, 0.00], [0.00, 0.00, 0.00], [0.00, 0.00, 0.00], [-0.02, 0.01, -0.01], [-0.03, 0.05, 0.00], [0.03, -0.02, 0.02], [-0.01, 0.07, 0.03], [0.03, -0.03, -0.08], [0.01, -0.02, -0.01], [-0.01, 0.01, -0.01], [-0.01, 0.00, 0.01], [0.09, 0.10, -0.17], [-0.06, -0.04, 0.03], [-0.04, -0.01, 0.03], [0.01, -0.04, 0.00], [-0.01, 0.03, -0.03], [-0.01, 0.00, 0.03], [0.06, -0.02, -0.01], [0.00, 0.00, 0.00], [0.00, 0.00, 0.00], [0.00, 0.00, 0.00], [0.00, 0.00, 0.00], [-0.01, 0.01, -0.01]],
  "nbo_charge": [1.566, -0.247, -0.416, 0.344, -0.243, -0.147, -0.115, -0.190, 0.147, -0.344, -0.395, 0.557, -0.710, -0.072, -0.183, -0.211, -0.177, -0.213, -0.192, 0.444, -0.620, 0.209, 0.209, 0.198, 0.250, 0.239, 0.231, 0.211, 0.235, 0.223, 0.222, 0.221, 0.231, -0.890, 2.375, -0.938, -0.997, -0.998, 0.261, 0.261, 0.252, -0.173, 0.113, -0.462, 0.070, -0.250, -0.082, -0.237, 0.443, 0.239, 0.253, 0.251, 0.245]
}


Entry 2:
{
  "formula": "C21H20MnN5S",
  "method": "ωB97M-V with the def2-TZVPD basis set",
  "mol_weight_g_mol": 429.43,
  "total_charge": 1,
  "de_lowest_kcal_mol": 0.0,
  "largest_force_ev_per_a": 0.42,
  "e_tot_ha": -2634.97292,
  "homo_energy_ev": [-10.51, -9.92],
  "spin_multiplicity": 2,
  "species": ["Mn", "C", "C", "N", "N", "C", "N", "S", "C", "C", "C", "C", "C", "N", "H", "H", "H", "H", "H", "H", "H", "H", "H", "H", "N", "C", "C", "C", "C", "C", "C", "C", "C", "C", "C", "C", "C", "C", "H", "H", "H", "H", "H", "H", "H", "H", "H", "H"],
  "positions_angstrom": [[0.0364, 0.3976, 0.3374], [-1.9484, -3.3441, -0.1355], [-1.5268, -1.9215, 0.0308], [-0.3643, -1.4253, -0.2129], [0.6678, -2.2025, -0.6658], [1.8257, -1.5944, -1.0025], [2.8105, -2.3798, -1.4299], [2.0265, 0.0850, -0.9099], [-2.4779, -0.9060, 0.5015], [-3.8013, -1.1929, 0.7928], [-4.6408, -0.1600, 1.1813], [-4.1310, 1.1237, 1.2543], [-2.7935, 1.3331, 0.9613], [-1.9732, 0.3448, 0.6029], [-1.1871, -3.9823, -0.5762], [-2.8263, -3.3996, -0.7798], [-2.2173, -3.7677, 0.8336], [0.5710, -3.2063, -0.6791], [2.7248, -3.3790, -1.5151], [3.6935, -1.9569, -1.6623], [-4.1759, -2.2032, 0.7181], [-5.6770, -0.3598, 1.4176], [-4.7482, 1.9617, 1.5447], [-2.3586, 2.3210, 1.0226], [0.3014, -0.0614, 2.1094], [0.2114, 0.8194, 3.0186], [0.4984, 0.5142, 4.4485], [1.0159, 1.4812, 5.3065], [1.3116, 1.1645, 6.6248], [1.0812, -0.1176, 7.0999], [0.5613, -1.0864, 6.2505], [0.2745, -0.7728, 4.9328], [-0.1993, 2.2043, 2.6294], [0.2146, 2.6671, 1.3763], [-0.2181, 3.8881, 0.8730], [-1.0860, 4.6645, 1.6276], [-1.4959, 4.2202, 2.8806], [-1.0545, 3.0037, 3.3828], [1.2079, 2.4836, 4.9428], [1.7241, 1.9206, 7.2798], [1.3050, -0.3627, 8.1298], [0.3785, -2.0871, 6.6200], [-0.1239, -1.5183, 4.2571], [1.0151, 2.1342, 0.8434], [0.1332, 4.2360, -0.0899], [-1.4287, 5.6192, 1.2515], [-2.1634, 4.8325, 3.4733], [-1.3824, 2.6651, 4.3576]],
  "forces_ev_per_angstrom": [[-0.01, 0.18, -0.38], [0.00, 0.00, 0.01], [0.03, -0.01, -0.01], [-0.01, -0.05, 0.04], [0.00, 0.01, -0.03], [0.00, -0.09, 0.01], [0.00, 0.02, 0.00], [-0.12, 0.07, 0.12], [-0.02, 0.00, -0.01], [-0.02, 0.04, 0.01], [0.01, -0.02, 0.00], [0.00, 0.00, 0.00], [-0.01, 0.03, 0.00], [0.08, -0.03, -0.01], [0.00, 0.01, -0.01], [0.00, 0.00, 0.00], [0.00, 0.00, 0.00], [0.01, 0.02, 0.02], [-0.01, 0.00, 0.00], [0.00, 0.01, 0.00], [0.02, -0.01, -0.01], [0.00, 0.01, 0.00], [-0.01, -0.01, 0.00], [-0.01, 0.00, -0.02], [0.10, -0.18, 0.24], [-0.03, -0.01, 0.01], [-0.02, 0.00, 0.01], [0.01, 0.02, 0.01], [0.00, 0.01, 0.00], [0.00, -0.01, 0.00], [0.00, 0.00, 0.00], [0.01, 0.01, -0.01], [0.04, 0.07, -0.01], [-0.01, 0.02, 0.04], [-0.05, -0.04, -0.01], [-0.01, 0.00, -0.01], [0.01, 0.01, 0.01], [0.02, 0.01, 0.02], [0.00, -0.01, -0.01], [0.00, 0.00, 0.00], [0.00, 0.00, 0.00], [0.00, 0.00, 0.00], [0.00, 0.00, 0.00], [0.03, -0.04, -0.02], [0.00, 0.00, 0.00], [0.01, 0.00, 0.00], [-0.01, -0.01, 0.00], [-0.01, -0.01, -0.01]],
  "nbo_charge": [0.831, -0.680, 0.272, -0.210, -0.417, 0.334, -0.743, -0.134, 0.144, -0.209, -0.141, -0.215, 0.073, -0.440, 0.218, 0.257, 0.260, 0.401, 0.408, 0.436, 0.233, 0.239, 0.241, 0.230, -0.611, 0.148, -0.025, -0.212, -0.210, -0.200, -0.197, -0.206, 0.015, -0.317, -0.180, -0.220, -0.190, -0.221, 0.214, 0.221, 0.221, 0.216, 0.220, 0.221, 0.229, 0.231, 0.229, 0.236]
}


Entry 3:
{
  "formula": "C21H20N2O3",
  "method": "ωB97M-V with the def2-TZVPD basis set",
  "mol_weight_g_mol": 348.40,
  "de_lowest_kcal_mol": 36.3,
  "largest_force_ev_per_a": 1.05,
  "smiles": "Cc1ccccc1C(=O)N1CCC(C(=O)Oc2ccc(C#N)cc2)CC1",
  "e_tot_ha": -1147.49809,
  "homo_energy_ev": -9.31,
  "species": ["C", "C", "C", "C", "C", "C", "C", "C", "O", "N", "C", "C", "C", "C", "O", "O", "C", "C", "C", "C", "C", "N", "C", "C", "C", "C", "H", "H", "H", "H", "H", "H", "H", "H", "H", "H", "H", "H", "H", "H", "H", "H", "H", "H", "H", "H"],
  "positions_angstrom": [[0.2991, 1.5613, -1.7811], [1.0811, 2.1527, -0.6484], [0.6810, 3.3283, -0.0282], [1.4275, 3.8821, 0.9978], [2.5954, 3.2682, 1.4152], [3.0021, 2.0884, 0.8162], [2.2462, 1.5251, -0.2012], [2.6835, 0.2591, -0.8736], [3.2150, 0.2491, -1.9683], [2.4309, -0.8737, -0.1733], [1.7474, -0.8634, 1.1073], [1.3669, -2.2766, 1.5349], [0.5815, -3.0294, 0.4443], [-0.8643, -2.5710, 0.4830], [-1.7643, -3.2118, 0.9497], [-1.0020, -1.3265, -0.0163], [-2.2396, -0.7013, -0.0394], [-3.3844, -1.3438, -0.4923], [-4.5783, -0.6511, -0.5359], [-4.6271, 0.6837, -0.1354], [-5.8506, 1.3922, -0.1843], [-6.8405, 1.9682, -0.2251], [-3.4702, 1.3235, 0.3120], [-2.2794, 0.6301, 0.3632], [1.2339, -2.8381, -0.9397], [2.5957, -2.1570, -0.8184], [-0.0140, 0.5443, -1.5479], [-0.5830, 2.1579, -2.0017], [0.9258, 1.5138, -2.6707], [-0.2224, 3.8204, -0.3607], [1.1011, 4.7994, 1.4653], [3.1881, 3.7056, 2.2045], [3.9169, 1.6061, 1.1297], [2.3986, -0.4229, 1.8723], [0.8494, -0.2401, 1.0408], [0.7701, -2.2232, 2.4474], [2.2686, -2.8438, 1.7677], [0.5606, -4.0888, 0.7158], [-3.3412, -2.3756, -0.8018], [-5.4763, -1.1394, -0.8829], [-3.5135, 2.3569, 0.6213], [-1.3771, 1.1107, 0.7088], [0.5988, -2.2092, -1.5658], [1.3479, -3.8003, -1.4384], [3.3000, -2.7801, -0.2590], [3.0152, -1.9603, -1.8075]],
  "forces_ev_per_angstrom": [[0.04, 0.07, -0.11], [0.04, -0.08, 0.04], [0.01, -0.04, 0.00], [0.02, 0.06, 0.07], [0.03, 0.05, 0.07], [-0.03, -0.07, -0.10], [0.03, 0.33, -0.07], [0.10, -0.03, 0.16], [0.03, 0.19, -0.29], [0.00, -0.21, -0.01], [-0.14, 0.25, 0.60], [-0.06, 0.13, -0.13], [-0.15, 0.00, 0.06], [0.16, -0.96, 0.39], [-0.02, 0.14, -0.05], [-0.09, 0.62, -0.32], [-0.41, 0.18, 0.11], [0.22, -0.07, -0.03], [0.07, 0.18, 0.04], [0.73, -0.40, 0.04], [-0.41, 0.24, -0.02], [-0.35, 0.20, -0.01], [-0.17, -0.11, -0.07], [0.19, -0.35, -0.05], [0.21, 0.01, -0.02], [0.01, -0.21, -0.45], [-0.06, -0.11, -0.03], [-0.07, -0.01, -0.01], [-0.03, -0.03, -0.08], [-0.08, 0.04, -0.05], [-0.02, 0.08, 0.04], [0.05, 0.04, 0.06], [0.09, -0.06, 0.06], [-0.16, -0.05, -0.04], [0.16, -0.07, 0.11], [0.10, 0.00, 0.04], [-0.03, -0.02, 0.04], [-0.11, 0.18, -0.04], [0.00, -0.04, 0.00], [-0.05, -0.02, -0.02], [-0.01, 0.06, 0.02], [0.13, 0.04, 0.03], [0.06, -0.04, -0.06], [-0.04, -0.01, -0.03], [0.01, 0.02, -0.08], [0.00, -0.11, 0.20]],
  "nbo_charge": [-0.650, 0.015, -0.212, -0.202, -0.219, -0.181, -0.129, 0.677, -0.618, -0.443, -0.215, -0.402, -0.313, 0.807, -0.568, -0.541, 0.381, -0.250, -0.148, -0.184, 0.272, -0.297, -0.139, -0.274, -0.409, -0.227, 0.217, 0.218, 0.245, 0.210, 0.215, 0.216, 0.215, 0.205, 0.209, 0.231, 0.217, 0.239, 0.241, 0.233, 0.231, 0.237, 0.220, 0.222, 0.189, 0.258]
}